(1)
Density functional theory data (ωB97M-V with the def2-TZVPD basis set) for one molecule with the formula C3H3N3O.

Calculated values
DFT total energy   -9675.333 eV
Energy relative to the best compared isomer or geometry (same formula, charge and spin)   204.68 kJ/mol
Strongest force on any atom   1.0 eV Å⁻¹
Molecular weight   97.08 g mol⁻¹
SMILES   [H]/N=N/C=C\N=C=O
Orbital gap   9.11 eV

Geometry as XYZ:
```
10
C3H3N3O (ωB97M-V with the def2-TZVPD basis set)
O -0.41483 0.74273 -2.52637
C 0.13329 0.99385 -1.52777
N -1.19478 -1.79142 0.20968
N -0.50224 -0.78821 -0.03105
C 0.23807 -0.23539 1.02175
C 0.86020 0.91004 0.68660
N 0.78659 1.46014 -0.59056
H -1.64895 -2.02512 -0.68673
H 0.28397 -0.70104 2.00653
H 1.46377 1.48136 1.38837
```

***

(2)
Density functional theory data (ωB97M-V with the def2-TZVPD basis set) for C41H48Cl2NOP3PbS as an isolated structure in a non-equilibrium geometry.

Calculated values
DFT total energy   -115811.531 eV
Energy relative to the best compared isomer or geometry (same formula, charge and spin)   0.00 kJ/mol
Net charge   +2
Strongest force on any atom   2.7 eV Å⁻¹
Molecular weight   973.94 g mol⁻¹
Orbital gap   4.54 eV

Geometry as XYZ:
```
98
C41H48Cl2NOP3PbS (ωB97M-V with the def2-TZVPD basis set)
P -2.83586 -2.93260 1.36031
C -4.03636 -2.93625 2.74354
C -5.40007 -3.23011 2.60406
H -5.81480 -3.45984 1.62287
C -6.23934 -3.23692 3.72303
H -7.29682 -3.48098 3.60386
C -5.72462 -2.93200 4.98641
H -6.38101 -2.93468 5.85925
C -4.36778 -2.61819 5.13316
H -3.96296 -2.38032 6.11953
C -3.53136 -2.60779 4.01948
H -2.47703 -2.35025 4.12452
C -3.94028 -3.08926 -0.09313
C -4.49258 -1.89655 -0.60410
H -4.23116 -0.94574 -0.13789
C -5.37316 -1.93381 -1.68255
H -5.81255 -1.00629 -2.05734
C -5.69471 -3.15692 -2.28181
H -6.38142 -3.18448 -3.13057
C -5.13545 -4.34190 -1.79608
H -5.38252 -5.29872 -2.26069
C -4.25765 -4.30777 -0.70852
H -3.82479 -5.23705 -0.33949
C -2.12980 -4.62021 1.47551
C -2.64768 -5.63030 2.29904
H -3.50833 -5.43098 2.93631
C -2.06627 -6.90207 2.30775
H -2.48472 -7.68282 2.94568
C -0.95441 -7.16931 1.50353
H -0.49933 -8.16165 1.51196
C -0.42052 -6.16262 0.69022
H 0.44624 -6.37088 0.05800
C -0.99173 -4.89161 0.68768
H -0.55946 -4.09626 0.07753
Pb 1.39733 2.30950 -0.06187
C 1.11410 1.41413 -2.21032
C 0.37601 0.41297 -2.66338
H 1.70031 2.03998 -2.89202
C -0.53084 -0.42880 -1.76868
O -0.09435 -1.79162 -1.93345
H -0.52003 -2.38091 -1.29099
C -0.47633 -0.09581 -0.32717
H -1.57597 -0.32369 -2.12694
C -0.52131 0.08130 0.88378
Cl 2.45436 4.29065 -1.45235
Cl 0.67593 2.92271 2.42470
P -0.97136 3.69432 -0.37191
C -0.48931 5.35183 0.20511
H 0.34594 5.70831 -0.41773
H -0.14079 5.26048 1.24556
H -1.35011 6.03163 0.13887
C -1.48903 3.84628 -2.09793
H -1.79413 2.85269 -2.45495
H -0.62925 4.18507 -2.69275
H -2.32309 4.55571 -2.17670
C -2.37796 3.14184 0.61844
H -2.04424 3.04298 1.66017
H -2.69061 2.15465 0.25289
H -3.19661 3.86812 0.52868
P 0.51628 -0.08244 -4.42554
C 1.28902 1.25648 -5.33001
C -1.15164 -0.36892 -5.01731
H 2.31050 1.42417 -4.95914
H 0.70033 2.18228 -5.24412
H 1.33196 0.95158 -6.38618
H -1.62470 -1.16820 -4.42878
H -1.06942 -0.67632 -6.06924
H -1.73850 0.55889 -4.94738
C 1.50239 -1.57231 -4.55005
H 2.52595 -1.35979 -4.20996
H 1.51043 -1.87657 -5.60584
H 1.05226 -2.35294 -3.92212
H -0.49025 0.14710 1.95567
N 3.28053 1.27501 0.70492
S 4.06249 1.79125 2.00610
C 5.71003 1.50271 1.42643
C 6.00248 1.14879 0.11199
C 7.33864 1.18658 -0.30994
C 8.34492 1.56228 0.58058
C 8.03320 1.89015 1.90351
C 6.71663 1.83709 2.34441
C 4.10183 3.59163 1.91210
C 3.54639 4.32070 2.97407
C 3.65759 5.70515 2.98841
C 4.32277 6.36487 1.95229
C 4.87038 5.64060 0.89786
C 4.76297 4.24991 0.87325
H 3.47709 0.28260 0.50792
H 5.21567 0.89916 -0.59741
H 7.58470 0.92454 -1.34395
H 9.38777 1.59911 0.24852
H 8.81148 2.19188 2.60838
H 6.43505 2.10083 3.36028
H 3.01933 3.78566 3.76293
H 3.22349 6.27642 3.81651
H 4.41419 7.45619 1.96192
H 5.38283 6.14903 0.07240
H 5.19460 3.67764 0.05641
```

***

(3)
Density functional theory data (ωB97M-V with the def2-TZVPD basis set) for C22H12BF4N4O2PtS2 as an isolated structure.

Calculated values
DFT total energy   -69537.213 eV
Energy relative to the best compared isomer or geometry (same formula, charge and spin)   0.00 kJ/mol
Net charge   -1
Strongest force on any atom   0.4 eV Å⁻¹
Molecular weight   710.38 g mol⁻¹
Orbital gap   7.26 eV

Geometry as XYZ:
```
48
C22H12BF4N4O2PtS2 (ωB97M-V with the def2-TZVPD basis set)
Pt -0.47226 -0.32008 0.22479
O -0.37601 -0.08427 2.18127
C 0.78272 0.23550 2.74341
C 0.68538 0.75001 4.04720
C 1.80250 1.06436 4.78772
C 3.08010 0.87971 4.26104
C 3.19719 0.38283 2.98299
C 2.08210 0.06273 2.19568
C 2.37420 -0.44787 0.86736
N 1.49220 -0.65675 -0.02517
N 1.81048 -1.18447 -1.26288
C 0.76510 -1.19347 -2.03588
O -0.41121 -0.69866 -1.73516
C 0.88864 -1.77939 -3.39126
C 2.00910 -2.52993 -3.73750
C 2.10102 -3.08864 -5.00096
C 1.07884 -2.90360 -5.92326
C -0.04044 -2.16153 -5.57651
C -0.13969 -1.60392 -4.31116
H -0.31164 0.88228 4.44567
H 1.68238 1.46129 5.78845
H 3.95885 1.11875 4.84411
H 4.17976 0.22633 2.55208
H 3.40293 -0.68379 0.60786
H 2.78562 -2.67981 -3.00054
H 2.96809 -3.68080 -5.26481
H 1.15140 -3.34685 -6.90873
H -0.84255 -2.02354 -6.29035
H -1.01047 -1.03397 -4.01971
S -2.76715 -0.06802 0.38550
C -2.85888 1.59415 0.88678
C -4.03571 2.10114 1.43168
C -4.12900 3.43136 1.81916
C -5.35412 3.91696 2.38232
N -6.33666 4.30611 2.83487
C -3.02430 4.28320 1.67159
C -1.84494 3.78265 1.13003
C -1.76238 2.45852 0.72652
S -0.30474 1.90441 -0.06651
C -3.08824 5.65462 2.07666
N -3.11451 6.75980 2.39339
H -4.88949 1.44912 1.55992
H -0.98950 4.43662 1.02134
F -0.61555 -4.38670 1.72718
B 0.14338 -3.71357 0.80150
F -0.63808 -2.44542 0.46604
F 1.35757 -3.28322 1.31179
F 0.27356 -4.38692 -0.39293
```

***

(4)
Density functional theory data (ωB97M-V with the def2-TZVPD basis set) for one molecule with the formula C5H12N2 in a non-equilibrium geometry.

Calculated values
DFT total energy   -8358.458 eV
Energy relative to the best compared isomer or geometry (same formula, charge and spin)   161.94 kJ/mol
Strongest force on any atom   3.3 eV Å⁻¹
Molecular weight   100.16 g mol⁻¹
SMILES   C=C(CCN)NC
Orbital gap   9.11 eV

Geometry as XYZ:
```
19
C5H12N2 (ωB97M-V with the def2-TZVPD basis set)
C -1.50494 0.74208 0.33447
C -0.01998 0.66570 0.79223
C 0.75550 -0.48880 0.25983
C 1.57187 -1.18974 1.07549
C 0.94124 0.40939 -2.01371
N 0.72345 -0.71512 -1.09123
N -2.41806 -0.27286 0.92159
H -1.48288 0.34078 -0.72881
H -1.88064 1.79648 0.29781
H -0.12577 0.58567 1.91419
H 0.43849 1.59012 0.39078
H 1.49858 -1.05021 2.16096
H 2.19809 -2.01108 0.79289
H 0.02960 0.99611 -2.14321
H 1.66467 1.09368 -1.52448
H 1.18353 0.01564 -3.01493
H 1.23257 -1.53703 -1.37489
H -1.94394 -1.11097 1.22110
H -2.86137 0.14015 1.72989
```

***

| no. | LUMO level (eV) |
| --- | --- |
| 1 | -0.31 |
| 2 | -7.12 |
| 3 | 1.52 |
| 4 | 1.06 |